[1]
A molecular structure, C12H30F4HgN4O12S4 at a distorted geometry. Source: OMol25; level of theory: ωB97M-V/def2-TZVPD.

Last column: natural (NBO) charge in e.
Element x y z (Å)
Hg -2.33 -12.80 8.16  1.260
N -0.72 -11.84 9.28  -1.215
S 0.52 -10.95 8.78  2.392
O 1.55 -11.58 8.02  -0.942
O 0.82 -9.76 9.54  -0.908
F -0.30 -10.27 7.49  -0.561
S -0.05 -12.26 10.80  2.361
O -0.03 -11.25 11.82  -0.895
O 1.04 -13.22 10.80  -0.903
F -1.39 -13.19 11.22  -0.537
N -4.12 -14.02 7.90  -1.199
S -5.56 -14.06 8.94  2.303
O -6.03 -15.36 9.48  -0.863
O -6.57 -13.07 8.65  -0.904
F -4.87 -13.36 10.27  -0.517
S -4.66 -15.07 6.96  2.436
O -5.67 -14.60 6.03  -0.942
O -4.66 -16.46 7.37  -0.926
F -3.39 -15.10 6.04  -0.533
C -1.06 -13.88 2.24  -0.242
O -0.84 -13.83 3.65  -0.574
C 0.21 -12.97 4.08  -0.088
C -0.13 -12.50 5.53  -0.251
N -0.78 -13.53 6.38  -0.679
C 0.19 -14.46 6.94  -0.263
C -0.64 -15.43 7.81  -0.065
O -1.30 -14.76 8.86  -0.602
C -1.97 -15.60 9.83  -0.271
H -0.18 -14.09 1.64  0.167
H -1.45 -12.92 1.91  0.168
H -1.75 -14.70 2.04  0.198
H 0.22 -12.04 3.51  0.177
H 1.15 -13.51 4.12  0.170
H -0.79 -11.64 5.46  0.209
H 0.83 -12.29 5.99  0.231
H -1.17 -14.10 5.65  0.394
H 0.89 -13.88 7.54  0.239
H 0.57 -15.13 6.18  0.177
H 0.01 -16.10 8.39  0.178
H -1.27 -16.04 7.17  0.180
H -1.26 -15.96 10.57  0.179
H -2.56 -16.42 9.42  0.199
H -2.54 -14.89 10.43  0.219
C -3.58 -12.02 4.98  -0.277
O -3.26 -11.59 6.32  -0.599
C -4.02 -10.44 6.76  -0.062
C -3.63 -9.94 8.17  -0.255
N -3.62 -11.00 9.09  -0.678
C -3.41 -10.61 10.49  -0.253
C -4.63 -9.86 11.07  -0.080
O -5.81 -10.55 10.75  -0.553
C -7.03 -9.87 11.01  -0.238
H -3.62 -11.29 4.17  0.165
H -4.62 -12.34 5.04  0.201
H -2.98 -12.84 4.58  0.217
H -5.09 -10.65 6.65  0.183
H -3.70 -9.66 6.06  0.176
H -4.19 -9.05 8.47  0.180
H -2.62 -9.55 8.13  0.211
H -4.61 -11.13 9.23  0.402
H -2.49 -10.05 10.64  0.220
H -3.28 -11.54 11.04  0.225
H -4.59 -8.87 10.61  0.144
H -4.52 -9.61 12.13  0.175
H -7.83 -10.61 10.92  0.205
H -7.11 -9.07 10.27  0.168
H -7.01 -9.51 12.03  0.165

* LUMO energy (alpha / beta): 2.41 / 2.40 eV
* 2S+1: 2
* relative energy (zero: lowest compared OMol25 entry of this formula, charge and spin): 0.0 kJ/mol
* total charge: -1
* orbital gap (alpha / beta): 3.817 / 8.965 eV


[2]
2 unconnected molecules or ions with the total composition C4H9N2O at a distorted geometry. Source: OMol25; level of theory: ωB97M-V/def2-TZVPD.

Last column: natural (NBO) charge in e.
Element x y z (Å)
C 0.51 -0.89 -0.06  -0.060
C 1.77 -0.64 -0.54  0.165
C 0.65 1.30 -0.42  0.246
N -0.15 0.31 0.01  -0.452
N 1.81 0.73 -0.75  -0.461
C 2.92 -1.54 -0.82  -0.660
H 0.04 -1.83 0.24  0.266
H 0.40 2.36 -0.48  0.263
H -1.12 0.46 0.33  0.469
H 2.63 1.25 -1.11  0.461
H 2.64 -2.58 -0.58  0.260
H 3.80 -1.26 -0.22  0.252
H 3.20 -1.50 -1.89  0.252
O -6.00 1.24 1.96  -0.952
H -6.82 1.20 1.43  0.476
H -6.30 1.40 2.88  0.476

* LUMO energy: -3.19 eV
* relative energy (zero: lowest compared OMol25 entry of this formula, charge and spin): 30.7 kJ/mol
* total charge: +1
* orbital gap: 10.367 eV


[3]
A molecular structure, C2H3Cl2NS at a distorted geometry. Source: OMol25; level of theory: ωB97M-V/def2-TZVPD.

Last column: natural (NBO) charge in e.
Element x y z (Å)
C -1.05 -0.70 -0.83  -0.330
C 0.93 0.48 0.97  0.104
N 1.25 0.12 -0.19  -0.635
S -1.67 0.33 0.25  0.030
Cl -1.51 -2.31 -0.61  0.038
Cl 1.05 2.06 1.61  -0.006
H -1.01 -0.61 -1.90  0.211
H 0.36 -0.11 1.65  0.203
H 1.64 0.73 -0.93  0.385

* LUMO energy: -1.07 eV
* relative energy (zero: lowest compared OMol25 entry of this formula, charge and spin): 218.6 kJ/mol
* total charge: 0
* orbital gap: 8.005 eV


[4]
A molecular structure, C29H37BiN5O at a distorted geometry. Source: OMol25; level of theory: ωB97M-V/def2-TZVPD.

Last column: Löwdin charge in e.
Element x y z (Å)
Bi -0.53 -0.05 0.63  1.738
N 0.71 -2.92 3.11  0.081
N 0.21 -2.47 -0.82  -0.095
C 1.22 2.31 0.41  -0.366
C 2.25 1.35 0.70  -0.316
C 2.08 0.91 2.05  -0.313
C 2.87 -0.13 2.76  -0.083
H 3.77 -0.39 2.20  0.062
H 2.28 -1.05 2.93  0.040
H 3.18 0.25 3.75  0.069
C 0.98 1.62 2.62  -0.332
C 0.52 1.51 4.02  -0.080
H 1.01 2.27 4.65  0.071
H 0.75 0.53 4.46  0.063
H -0.57 1.68 4.11  0.058
C 0.45 2.49 1.61  -0.392
C -0.67 3.45 1.81  -0.089
H -1.49 3.00 2.40  0.059
H -1.08 3.79 0.86  0.057
H -0.32 4.34 2.36  0.070
C 3.33 0.94 -0.23  -0.071
H 4.16 1.66 -0.19  0.073
H 2.99 0.91 -1.28  0.051
H 3.73 -0.05 0.02  0.061
C 1.04 3.03 -0.87  -0.079
H 0.01 3.39 -0.99  0.058
H 1.25 2.38 -1.74  0.057
H 1.71 3.90 -0.94  0.072
C 0.10 -3.56 4.12  -0.191
H 0.59 -3.46 5.10  0.094
C -1.11 -4.26 3.93  -0.149
H -1.56 -4.74 4.80  0.077
C -1.65 -4.38 2.65  -0.108
H -2.58 -4.96 2.48  0.096
C -0.98 -3.75 1.59  -0.047
H -1.34 -3.79 0.57  0.088
C 0.11 -2.90 1.89  -0.390
C 0.68 -1.95 0.96  -0.248
H 1.77 -1.92 0.92  0.067
C -0.42 -1.38 -1.28  -0.376
C 0.85 -3.12 -1.82  -0.140
H 1.44 -3.98 -1.60  0.099
C 0.62 -2.47 -2.98  -0.087
H 0.84 -2.73 -4.00  0.097
N -0.08 -1.30 -2.62  -0.035
C -0.24 -0.13 -3.43  -0.118
C 0.83 0.29 -4.23  -0.197
C 0.67 1.47 -4.98  -0.019
H 1.47 1.77 -5.66  0.110
C -0.49 2.24 -4.88  -0.287
C -0.67 3.46 -5.72  -0.071
H -1.20 4.25 -5.17  0.076
H -1.26 3.23 -6.62  0.078
H 0.31 3.84 -6.06  0.072
C -1.49 1.86 -3.97  -0.014
H -2.38 2.48 -3.85  0.115
C -1.40 0.66 -3.26  -0.198
C -2.52 0.26 -2.36  -0.094
H -2.79 -0.80 -2.44  0.082
H -3.40 0.85 -2.64  0.070
H -2.33 0.50 -1.30  -0.006
C 2.14 -0.42 -4.27  -0.055
H 2.07 -1.43 -4.68  0.058
H 2.64 -0.46 -3.29  0.088
H 2.79 0.14 -4.94  0.071
N -2.53 -1.24 4.48  0.180
C -2.91 -0.86 3.25  -0.635
N -4.22 -0.90 2.96  0.163
O -2.07 -0.42 2.40  -0.257
H -3.21 -1.65 5.11  0.108
H -1.55 -1.24 4.72  0.102
H -4.53 -0.57 2.07  0.102
H -4.89 -1.23 3.65  0.106

* LUMO energy (alpha / beta): 2.45 / 2.37 eV
* relative energy (zero: lowest compared OMol25 entry of this formula, charge and spin): 0.0 kJ/mol
* total charge: -1
* orbital gap (alpha / beta): 3.657 / 3.314 eV


[5]
A molecular structure, C31H44BCoN9S3. Source: OMol25; level of theory: ωB97M-V/def2-TZVPD.

Last column: Löwdin spin population.
Element x y z (Å)
Co -1.97 -0.26 2.61  2.461
C -2.92 -4.40 -0.72  0.004
C -1.93 -3.30 -0.91  0.024
C -1.14 -3.23 -2.04  -0.003
C -0.20 -2.20 -2.22  0.018
N -0.07 -1.25 -1.31  0.028
N -0.81 -1.31 -0.22  0.041
B -0.75 -0.03 0.65  0.001
N 0.59 0.32 1.22  0.039
N 1.68 -0.25 0.68  -0.002
C 2.84 0.22 1.05  0.014
C 2.94 1.30 1.99  -0.010
C 1.83 1.84 2.58  0.008
C 1.86 2.92 3.61  0.003
C 0.61 1.25 2.18  0.024
S -0.94 1.67 2.82  0.175
C 4.09 -0.36 0.43  0.002
C 3.80 -1.74 -0.17  0.000
C 4.52 0.61 -0.69  0.001
C 5.22 -0.48 1.47  0.001
N -1.55 1.08 -0.05  0.040
N -0.74 1.75 -0.88  0.022
C -1.25 2.69 -1.64  0.015
C -2.64 2.95 -1.60  -0.003
C -3.48 2.25 -0.77  0.025
C -4.95 2.51 -0.70  0.010
C -2.87 1.28 0.06  0.031
S -3.79 0.43 1.27  0.486
C -0.32 3.47 -2.54  0.001
C 1.14 3.10 -2.27  0.000
C -0.70 3.12 -3.99  0.001
C -0.53 4.98 -2.31  0.000
C -1.72 -2.27 0.02  0.025
S -2.63 -2.15 1.49  0.405
C 0.70 -2.16 -3.43  0.002
C 1.73 -3.29 -3.25  0.002
C -0.12 -2.42 -4.71  0.001
C 1.42 -0.81 -3.56  0.000
H -2.43 -5.37 -0.82  0.001
H -3.69 -4.35 -1.49  0.001
H -3.41 -4.37 0.25  0.001
H -1.24 -3.99 -2.80  0.000
H 3.91 1.68 2.25  0.000
H 2.85 3.37 3.66  0.000
H 1.61 2.52 4.59  0.001
H 1.14 3.71 3.38  0.001
H 2.98 -1.69 -0.89  0.000
H 3.54 -2.46 0.61  0.000
H 4.69 -2.11 -0.68  0.000
H 3.76 0.67 -1.47  0.000
H 5.45 0.27 -1.14  0.000
H 4.70 1.62 -0.30  0.000
H 4.89 -1.04 2.35  0.000
H 5.60 0.49 1.79  0.000
H 6.05 -1.02 1.03  0.000
H -3.05 3.71 -2.25  0.000
H -5.27 3.16 -1.51  0.000
H -5.20 2.99 0.25  0.003
H -5.52 1.58 -0.76  0.003
H 1.32 2.04 -2.44  0.000
H 1.43 3.35 -1.25  0.000
H 1.77 3.67 -2.95  0.000
H -0.58 2.05 -4.19  0.000
H -0.04 3.66 -4.68  0.000
H -1.73 3.40 -4.23  0.000
H -0.35 5.25 -1.26  0.000
H -1.53 5.31 -2.59  0.000
H 0.18 5.53 -2.92  0.000
H 1.25 -4.27 -3.16  0.000
H 2.36 -3.14 -2.38  0.000
H 2.38 -3.33 -4.14  0.000
H -0.48 -3.45 -4.77  0.000
H 0.52 -2.26 -5.57  0.000
H -0.96 -1.74 -4.79  0.000
H 1.94 -0.54 -2.64  0.000
H 0.71 -0.02 -3.81  0.000
H 2.15 -0.88 -4.36  0.000
N -1.35 -3.39 7.01  0.000
C -1.99 -2.41 6.36  0.001
C -1.66 -2.02 5.05  0.008
N -2.32 -1.03 4.45  0.058
C -3.32 -0.42 5.10  0.016
C -3.64 -0.83 6.39  0.004
N -3.00 -1.80 7.00  0.005
H -0.58 -3.90 6.61  0.000
H -1.64 -3.62 7.95  0.000
H -0.86 -2.51 4.49  0.002
H -3.84 0.39 4.61  0.003
H -4.45 -0.35 6.93  0.000

* LUMO energy (alpha / beta): -10.10 / -11.70 eV
* 2S+1: 5
* relative energy (zero: lowest compared OMol25 entry of this formula, charge and spin): 86.1 kJ/mol
* total charge: +3
* orbital gap (alpha / beta): 5.926 / 4.313 eV


Question: Among the records above, which one has the highest relative energy (zero: lowest compared OMol25 entry of this formula, charge and spin)?
Answer: C2H3Cl2NS


Question: Look up the total charge of the second one.
Answer: +1


What did the first record say?
A molecular structure, C12H30F4HgN4O12S4 at a distorted geometry. Source: OMol25; level of theory: ωB97M-V/def2-TZVPD.

Last column: natural (NBO) charge in e.
Element x y z (Å)
Hg -2.33 -12.80 8.16  1.260
N -0.72 -11.84 9.28  -1.215
S 0.52 -10.95 8.78  2.392
O 1.55 -11.58 8.02  -0.942
O 0.82 -9.76 9.54  -0.908
F -0.30 -10.27 7.49  -0.561
S -0.05 -12.26 10.80  2.361
O -0.03 -11.25 11.82  -0.895
O 1.04 -13.22 10.80  -0.903
F -1.39 -13.19 11.22  -0.537
N -4.12 -14.02 7.90  -1.199
S -5.56 -14.06 8.94  2.303
O -6.03 -15.36 9.48  -0.863
O -6.57 -13.07 8.65  -0.904
F -4.87 -13.36 10.27  -0.517
S -4.66 -15.07 6.96  2.436
O -5.67 -14.60 6.03  -0.942
O -4.66 -16.46 7.37  -0.926
F -3.39 -15.10 6.04  -0.533
C -1.06 -13.88 2.24  -0.242
O -0.84 -13.83 3.65  -0.574
C 0.21 -12.97 4.08  -0.088
C -0.13 -12.50 5.53  -0.251
N -0.78 -13.53 6.38  -0.679
C 0.19 -14.46 6.94  -0.263
C -0.64 -15.43 7.81  -0.065
O -1.30 -14.76 8.86  -0.602
C -1.97 -15.60 9.83  -0.271
H -0.18 -14.09 1.64  0.167
H -1.45 -12.92 1.91  0.168
H -1.75 -14.70 2.04  0.198
H 0.22 -12.04 3.51  0.177
H 1.15 -13.51 4.12  0.170
H -0.79 -11.64 5.46  0.209
H 0.83 -12.29 5.99  0.231
H -1.17 -14.10 5.65  0.394
H 0.89 -13.88 7.54  0.239
H 0.57 -15.13 6.18  0.177
H 0.01 -16.10 8.39  0.178
H -1.27 -16.04 7.17  0.180
H -1.26 -15.96 10.57  0.179
H -2.56 -16.42 9.42  0.199
H -2.54 -14.89 10.43  0.219
C -3.58 -12.02 4.98  -0.277
O -3.26 -11.59 6.32  -0.599
C -4.02 -10.44 6.76  -0.062
C -3.63 -9.94 8.17  -0.255
N -3.62 -11.00 9.09  -0.678
C -3.41 -10.61 10.49  -0.253
C -4.63 -9.86 11.07  -0.080
O -5.81 -10.55 10.75  -0.553
C -7.03 -9.87 11.01  -0.238
H -3.62 -11.29 4.17  0.165
H -4.62 -12.34 5.04  0.201
H -2.98 -12.84 4.58  0.217
H -5.09 -10.65 6.65  0.183
H -3.70 -9.66 6.06  0.176
H -4.19 -9.05 8.47  0.180
H -2.62 -9.55 8.13  0.211
H -4.61 -11.13 9.23  0.402
H -2.49 -10.05 10.64  0.220
H -3.28 -11.54 11.04  0.225
H -4.59 -8.87 10.61  0.144
H -4.52 -9.61 12.13  0.175
H -7.83 -10.61 10.92  0.205
H -7.11 -9.07 10.27  0.168
H -7.01 -9.51 12.03  0.165

* LUMO energy (alpha / beta): 2.41 / 2.40 eV
* 2S+1: 2
* relative energy (zero: lowest compared OMol25 entry of this formula, charge and spin): 0.0 kJ/mol
* total charge: -1
* orbital gap (alpha / beta): 3.817 / 8.965 eV